C35H32ClF3N6O3PTi | ωB97M-V with the def2-TZVPD basis set

XYZ file:
```
82
Properties=species:S:1:pos:R:3:forces:R:3
Ti 0.8087 -0.6551 0.3794 0.1661 0.2989 0.0099
Cl 4.4270 -0.1992 1.8029 -0.1215 0.6092 0.7121
C 3.9775 0.8505 3.1694 0.0143 -0.1851 -0.1881
C 4.8403 0.9719 4.2626 0.4018 -1.0884 -0.7416
C 4.4287 1.6357 5.3853 0.6361 1.1346 0.6300
C 3.2343 2.3245 5.3583 -1.5100 0.3999 0.8098
C 2.3710 2.2750 4.2748 0.4479 -0.9345 -0.9003
C 2.7553 1.5176 3.1295 -0.2341 0.9149 0.4944
P 1.7959 1.6488 1.5743 0.1800 -0.7472 -0.3626
C 2.8198 2.7071 0.4868 -0.5491 0.2025 -0.3610
C 2.1272 3.2672 -0.6132 1.1646 -0.2601 -0.4435
C 2.8504 3.9790 -1.5757 -0.6356 0.5943 0.0088
C 4.2140 4.2803 -1.4437 -0.6499 -0.6795 1.6740
C 4.8520 3.8107 -0.2854 -0.3607 -0.9113 -0.0450
C 4.1793 2.9668 0.6371 -0.0976 1.0250 -1.1046
C 0.3803 2.7201 1.9350 -1.0963 0.7767 0.6293
C -0.8920 2.1597 2.2098 0.3904 0.2501 0.3038
C -1.9935 2.9351 2.6259 1.5322 0.0032 -0.0650
C -1.8257 4.3140 2.7552 -0.4461 -0.3509 -0.1925
C -0.6029 4.8794 2.4621 0.0303 0.7309 0.2399
C 0.4833 4.1184 2.0736 0.2521 0.1615 -0.1864
H 5.8266 0.5120 4.2232 -0.2968 -0.0627 -0.0175
H 5.0817 1.7688 6.2675 -0.3529 -0.3546 -0.6899
H 2.9031 2.8841 6.2411 0.2487 -0.2181 -0.3210
H 1.3778 2.7308 4.2740 0.5338 0.1200 0.1368
H 1.0689 3.0969 -0.8100 0.1702 -0.0052 0.3449
H 2.2481 4.4079 -2.3850 0.4960 -0.2163 0.0725
H 4.7251 4.9153 -2.1352 0.1848 0.1369 -0.3772
H 5.9079 3.9829 -0.0913 -0.1741 0.1853 -0.1922
H 4.7494 2.5708 1.4499 0.1026 -0.1391 0.4050
H -0.9701 1.0761 2.1724 -0.3215 0.3524 -0.0947
H -2.8783 2.4326 2.9548 -0.5289 -0.0880 -0.1386
H -2.6288 4.9830 3.0497 -0.0590 -0.3291 0.1096
H -0.4866 5.9651 2.6029 0.0327 -0.5952 -0.2342
H 1.3700 4.7232 1.8830 0.2319 -0.7355 -0.0673
C -4.8592 0.4092 -4.6253 0.3434 -1.0922 0.7658
C -4.9276 -0.8892 -3.7144 -0.4781 1.7739 -0.5112
C -5.1351 -2.0932 -4.5868 0.8372 -0.7430 0.7461
C -5.5253 -3.2944 -3.7182 0.3946 -0.4095 -0.5430
C -4.4282 -3.4951 -2.6854 0.0579 0.5096 -0.4799
C -4.2098 -4.7521 -2.1497 0.4275 1.2523 0.2557
C -3.1751 -4.9575 -1.2362 0.3222 1.3460 -0.5045
F -3.0132 -6.1737 -0.7701 0.2701 -0.8096 0.4834
C -2.3213 -3.9309 -0.8794 -0.3625 -0.2651 0.4423
C -2.5566 -2.6429 -1.3904 0.1704 0.2337 -0.6708
C -1.7025 -1.5367 -0.9845 -0.9013 0.3211 -0.0800
O -0.8630 -1.7295 -0.0626 0.7585 -0.3017 0.1046
C -1.9614 -0.2750 -1.5793 1.4617 0.1578 0.7777
C -2.9434 -0.1259 -2.5078 -0.2190 0.1924 0.0286
N -3.7130 -1.1107 -2.8922 -1.1187 -1.4367 -0.0521
C -3.5632 -2.3978 -2.3452 -0.2272 -1.0210 0.4339
C -1.1546 0.9500 -1.2360 0.0929 -0.2403 0.0840
O -1.4256 2.0292 -1.7106 0.3227 -0.3411 0.3222
O -0.1396 0.7320 -0.3895 -1.1763 0.8245 -0.7373
H -5.8178 0.5199 -5.1011 -0.5039 -0.0524 -0.0802
H -4.1357 0.2819 -5.4418 0.0522 0.0039 0.3836
H -4.6736 1.3392 -4.0911 0.0659 -0.0903 0.0354
H -5.7736 -0.8198 -3.0012 0.3603 0.2535 -0.2905
H -4.1237 -2.3226 -4.9499 -0.3310 -0.0149 -0.6396
H -5.7897 -1.8312 -5.3976 -0.3868 -0.2715 -0.2959
H -5.6420 -4.2062 -4.3198 0.3352 0.1922 0.0202
H -6.4911 -3.2155 -3.2429 -0.3747 0.5236 0.3089
H -4.8313 -5.5709 -2.4275 -0.3801 -0.4860 -0.1684
H -1.5179 -4.0635 -0.1487 -0.3551 -0.0673 -0.3169
H -3.1686 0.8324 -2.9277 0.2181 0.3770 -0.0422
F 1.3317 -1.1406 -1.7089 0.2675 -0.2446 -0.1498
C 2.2898 -0.2628 -1.0396 1.0577 -0.9899 0.1782
F 3.5068 -0.9277 -0.9954 -1.0311 0.5046 -0.3829
H 2.3633 0.5650 -1.7233 0.2272 0.5009 0.0080
N 3.7243 -5.2169 1.5496 1.5642 -0.0052 0.2729
N 2.9211 -4.3476 0.8638 0.3678 -0.7997 0.2693
N 2.2496 -4.7800 -0.1779 -0.3158 1.0312 0.0052
C 1.5606 -3.6827 -0.4823 1.0194 0.3060 1.3704
N 1.8409 -2.6905 0.4056 -0.6182 0.3075 -0.6338
N 2.7394 -3.1371 1.2694 -1.0597 -0.3019 -1.2277
H 4.3968 -5.5781 0.8594 -0.3720 -0.1195 0.3535
H 4.2746 -4.6242 2.1865 -0.3510 -0.3999 -0.0732
H 0.9213 -3.5859 -1.3237 -0.3908 0.0706 -0.3251
C 0.5141 -1.1081 2.3501 0.6276 -0.6155 0.6689
H -0.0689 -0.3715 2.8841 -0.2821 0.0131 0.2175
H 1.4518 -1.2303 2.9081 0.0656 0.1847 -0.1341
H 0.0401 -2.0973 2.3859 -0.2349 0.2434 -0.0548
```
Forces are in eV/Å.

Output
E_tot ... -104971.4501 eV
Multiplicity ... 1
Net charge ... +1
HOMO-LUMO gap ... 7.83 eV
Lowest unoccupied orbital energy ... -3.0 eV